A structure of composition C60H47BrN5O2P2Rb. Source: OMol25; level of theory: ωB97M-V/def2-TZVPD.

Each line ends with the Mulliken charge.
Geometry (Å):
H (8.77490, 1.16886, 1.10681)  0.360
H (-0.67008, -7.99500, -0.32602)  0.374
C (0.55823, 4.64331, -2.95901)  0.226
C (7.81550, 0.92293, 1.54727)  -0.737
C (-1.17589, -1.57149, 2.97561)  -0.298
H (5.15984, 2.61191, 0.07218)  0.405
C (0.29319, 2.34279, 3.30574)  -1.344
H (-0.20770, 6.62787, -3.20200)  0.397
C (-2.18005, 2.78981, 1.98125)  -0.277
C (0.38029, -6.13302, -0.37602)  -0.326
H (-2.88384, 0.42329, 3.77223)  0.484
H (1.37598, 2.46846, 3.22703)  0.446
H (6.88050, 0.53397, -0.34761)  0.444
C (-5.42728, -2.61365, -2.97160)  -0.422
H (1.21313, -4.28664, 2.32846)  0.216
C (2.66640, -3.23352, 0.21875)  -0.526
H (-4.69580, -4.46024, -2.14957)  0.384
H (3.45146, 5.75115, -5.24738)  0.367
C (4.47267, -2.52663, 1.37148)  -1.362
C (1.09098, -3.43525, -1.56377)  -0.655
C (3.52799, 2.92155, -1.33566)  -1.266
C (-0.27649, -7.24784, 1.65142)  -0.433
H (3.63464, 3.95984, -1.61010)  0.437
H (-5.75618, -2.15727, 5.66439)  0.346
H (-4.10143, 4.84296, 3.90765)  0.363
C (-0.85442, -0.15314, -3.53405)  -0.753
H (6.27926, 0.65721, 4.54851)  0.367
C (1.11778, -2.11680, -3.36843)  -1.208
H (-0.37847, 4.50629, 0.28597)  0.312
H (5.34530, -2.44672, 2.00289)  0.500
C (0.58699, 5.93695, -3.45807)  -0.991
N (-0.20709, -3.24237, -1.81866)  0.231
H (-0.00690, 4.91659, 1.97229)  0.461
C (2.60827, 4.15517, -4.09462)  -0.087
C (1.62776, 6.34398, -4.28166)  -0.412
H (-2.32958, -3.82294, -2.29814)  0.493
C (-3.09515, -3.14176, -2.64121)  -0.529
C (0.46786, 1.55393, -3.24493)  -0.684
C (-4.83247, -2.01548, 5.11398)  -0.167
C (2.50900, 1.99998, -1.79984)  -0.029
C (0.15138, 4.17824, 1.18163)  -1.418
C (3.77128, 0.87887, -0.42346)  0.538
O (-0.89956, -0.42743, 2.54709)  -0.013
C (3.93000, -1.46775, 0.49469)  -0.210
H (-2.10975, 2.61768, -1.26661)  -0.036
H (0.20303, -6.20480, 3.46803)  0.370
H (-5.81908, -0.66425, -3.78518)  0.376
C (-1.22224, 0.80869, -4.53428)  -0.908
H (-5.19194, 0.40707, -0.38598)  0.406
H (1.21482, 4.13930, 0.93672)  0.418
H (0.08075, 1.34162, 3.67589)  0.139
Br (-5.47660, 0.74756, 5.29806)  -0.216
N (0.14949, 0.32670, -2.77586)  0.971
H (-0.76026, -8.07797, 2.15354)  0.358
C (4.35716, -0.15515, 0.40218)  1.335
H (-0.09613, 3.09609, 3.99500)  0.399
C (-0.22822, -7.19900, 0.26317)  -0.808
H (-4.59434, -0.65606, 0.91681)  0.435
C (-2.99445, -2.92651, 4.13399)  -0.272
H (-5.89600, 3.45981, 2.87881)  0.426
C (-4.52090, 2.29375, 1.72405)  -0.576
C (1.94016, -2.81044, -2.57200)  -1.238
C (-4.43185, -3.49027, -2.55506)  -0.838
C (1.51967, 2.34660, -2.72137)  1.807
C (1.61062, -3.97260, -0.33959)  1.753
C (-0.38356, 1.88233, -4.35652)  -1.284
C (-3.85664, 4.05882, 3.20105)  -0.950
C (-5.06053, -1.37090, -3.46700)  -0.894
H (-2.41977, -3.80565, 3.86856)  0.611
C (-3.19290, 2.03168, 1.38049)  0.012
H (-0.25676, 4.31845, -2.32383)  0.541
H (-6.47250, -2.89026, -2.89865)  0.344
C (3.67287, -3.60092, 1.22478)  -0.922
C (2.63701, 5.44676, -4.60052)  -0.803
H (3.01371, -2.88477, -2.60323)  0.537
H (3.76189, -4.56151, 1.70948)  0.637
Rb (0.24812, -0.93915, 0.02001)  0.684
H (3.39346, 3.44997, -4.33663)  0.480
H (-1.95712, 0.67904, -5.31497)  0.587
O (-0.52871, -2.62028, 2.83286)  -0.615
C (-3.72492, -1.00722, -3.53350)  -0.009
C (-4.34119, -0.18278, -0.03404)  -1.236
H (-3.46738, -0.02173, -3.89245)  0.120
C (-2.49831, -1.68438, 3.74741)  -0.001
H (4.39575, 0.03254, 3.07203)  0.578
C (6.42174, 0.63346, 3.47456)  -0.856
H (-5.30943, 1.69942, 1.28268)  0.280
C (-2.53500, 3.79908, 2.87645)  -0.619
C (-4.41412, -0.74092, 4.77455)  -0.069
N (2.86706, -1.96289, -0.17157)  0.205
P (-0.39101, 2.47030, 1.61060)  1.617
H (-3.86151, 2.33983, -1.42242)  0.574
C (7.65373, 0.95790, 2.92530)  -0.354
C (0.87406, -5.13237, 1.74837)  -0.072
C (5.50814, 0.24289, 1.26248)  -0.368
H (0.41261, -6.09253, -1.45819)  0.410
C (-4.85650, 3.29152, 2.62344)  -0.800
C (-2.70787, -1.88387, -3.13099)  1.413
H (-1.75359, 4.39255, 3.33764)  0.230
C (0.95614, -5.08548, 0.35291)  0.560
C (-2.88499, 1.85257, -1.34611)  -0.460
C (-3.23637, -0.55603, 4.07127)  0.086
C (1.57211, 3.73698, -3.26317)  -0.363
H (-2.67485, 1.29080, -2.25611)  -0.173
P (-2.76662, 0.74786, 0.12042)  1.374
C (5.36151, 0.28274, 2.65061)  -0.092
C (-0.23317, -2.32641, -2.85825)  -0.255
N (-4.13496, -3.10176, 4.79772)  -0.683
H (1.35866, -1.50711, -4.22352)  0.554
H (-4.16110, -0.97584, -0.76221)  -0.057
C (0.27368, -6.20692, 2.38680)  -0.860
H (1.65025, 7.35358, -4.67427)  0.336
H (-0.34241, 2.78193, -4.95351)  0.582
H (8.48243, 1.23525, 3.56615)  0.353
N (2.68799, 0.77282, -1.19811)  -0.083
C (6.75486, 0.56667, 0.72786)  -0.080
C (-1.29204, -1.50541, -3.22793)  0.559
C (4.31186, 2.23051, -0.47457)  -1.611

Force components x, y, z for each atom (eV/Å):
H 0.0043 0.0005 0.0050
H -0.0024 -0.0056 0.0133
C 0.0038 0.0066 -0.0108
C 0.0230 0.0007 -0.0357
C -0.0114 0.0440 -0.0853
H 0.0190 -0.0204 0.0169
C 0.1109 0.0671 0.0349
H 0.0084 0.0054 -0.0072
C 0.1182 0.1289 0.1391
C -0.0264 0.0003 -0.0067
H 0.0283 -0.0051 -0.0116
H 0.0056 -0.0422 0.0172
H 0.0081 0.0046 -0.0063
C -0.0472 -0.0086 -0.0058
H 0.0133 0.0272 -0.0027
C 0.0092 -0.0048 -0.0558
H -0.0223 0.0062 -0.0045
H -0.0020 0.0119 -0.0046
C 0.0405 0.0132 0.0128
C 0.1408 -0.0957 0.0619
C 0.0485 0.0988 0.0547
C -0.0101 -0.0260 0.0641
H -0.0343 0.0074 -0.0077
H -0.0079 -0.0147 -0.0102
H -0.0028 0.0056 0.0060
C 0.0581 -0.1045 -0.0180
H 0.0159 0.0041 0.0053
C 0.0266 0.0302 -0.0266
H -0.0021 0.0062 -0.0225
H 0.0042 0.0030 0.0078
C -0.0264 0.0124 0.0020
N -0.1562 -0.1126 -0.2330
H -0.0069 -0.0069 0.0183
C -0.0106 -0.0241 0.0393
C -0.0038 0.0408 -0.0106
H 0.0118 -0.0031 0.0005
C -0.0274 0.0251 0.0002
C 0.0809 -0.0199 0.1713
C -0.0552 0.0820 0.0804
C -0.0191 -0.1820 0.1289
C -0.0094 0.1025 0.0061
C 0.0327 -0.1221 0.1420
O -0.0996 0.1619 0.3154
C -0.1046 -0.0897 0.0872
H 0.0226 -0.0036 0.0249
H -0.0113 -0.0158 0.0060
H -0.0065 -0.0122 0.0032
C -0.0015 0.0731 -0.0108
H 0.0133 0.0262 0.0074
H 0.0119 -0.0047 -0.0004
H -0.0191 -0.0227 0.0006
Br -0.0239 0.0069 0.0130
N -0.0882 -0.0402 0.1147
H 0.0005 0.0039 -0.0014
C 0.0390 0.1608 -0.1286
H -0.0039 0.0120 -0.0212
C 0.0042 0.0084 -0.0472
H 0.0370 0.0057 0.0249
C 0.1417 0.0472 -0.1237
H -0.0037 0.0044 0.0030
C 0.0164 -0.0390 0.0054
C 0.0091 0.0039 0.0372
C -0.0013 -0.0200 0.0086
C -0.0786 0.0661 -0.1142
C 0.0545 -0.1047 -0.0599
C -0.0797 -0.0314 -0.0916
C 0.0411 -0.0110 -0.0095
C -0.0018 0.0066 -0.0073
H -0.0138 -0.0231 0.0285
C -0.1210 -0.0886 -0.0230
H 0.0005 -0.0057 0.0065
H 0.0051 -0.0048 0.0025
C -0.0491 -0.0176 0.0545
C 0.0292 -0.0108 -0.0198
H 0.0094 0.0202 -0.0060
H 0.0111 -0.0139 -0.0061
Rb 0.1065 0.3808 -0.0113
H 0.0098 0.0012 -0.0087
H -0.0035 0.0141 -0.0195
O 0.0161 -0.0909 0.0316
C -0.0137 -0.0291 -0.0018
C -0.0923 -0.0415 -0.0709
H 0.0167 0.0109 0.0019
C -0.0273 -0.0087 0.0053
H -0.0055 0.0059 0.0238
C -0.0373 -0.0126 0.0117
H -0.0379 0.0124 0.0131
C -0.0066 0.0125 0.0194
C 0.0707 -0.0372 -0.0610
N 0.0013 0.0268 -0.1550
P -0.0706 -0.2240 -0.3114
H -0.0008 -0.0036 0.0056
C 0.0422 0.0116 0.0481
C -0.0163 -0.0418 -0.0195
C -0.0460 -0.0460 0.1146
H 0.0028 0.0061 0.0063
C -0.0205 -0.0072 0.0061
C 0.0299 0.0462 0.0105
H -0.0139 0.0145 0.0191
C 0.0586 -0.0254 0.0039
C -0.0103 0.0765 -0.0887
C -0.0397 -0.0141 0.0484
C -0.0179 0.0075 -0.0108
H -0.0039 -0.0223 0.0126
P 0.1032 0.0677 -0.0289
C 0.0264 -0.0012 -0.0593
C 0.0316 -0.1161 0.1159
N -0.0589 -0.0581 0.0316
H 0.0239 0.0274 0.0146
H -0.0209 -0.0208 0.0111
C -0.0045 -0.0107 -0.0087
H 0.0015 0.0044 -0.0014
H -0.0066 -0.0034 -0.0128
H 0.0005 -0.0004 -0.0006
N 0.0489 0.0341 -0.0976
C -0.0334 0.0115 -0.0443
C -0.0533 0.0001 -0.0583
C -0.0157 0.0583 -0.0197

**ΔE to the lowest compared entry with this formula, charge and spin**: 0.068 eV
**Total charge**: -2

---

A cluster of 2 separate species, CH2FNO in total. Source: OMol25; level of theory: ωB97M-V/def2-TZVPD.

Each line ends with the Mulliken charge.
Geometry (Å):
H (-0.08881, -0.05975, 0.16652)  -0.012
H (0.14613, -0.61886, -0.14122)  0.017
N (-2.40396, -0.59048, -0.02369)  -0.040
F (-2.02134, -1.86817, 0.03211)  -0.095
C (-3.40504, 0.07200, 0.02749)  0.478
O (-4.07557, 1.01047, -0.01438)  -0.349

Force components x, y, z for each atom (eV/Å):
H -0.7763 2.2414 1.2109
H 1.1276 -2.1980 -1.2097
N 1.7052 0.0304 -0.1347
F -0.9398 -0.3151 0.1446
C 0.1740 -0.3800 -0.1909
O -1.2908 0.6214 0.1798

**ΔE to the lowest compared entry with this formula, charge and spin**: 4.952 eV
**SMILES string**: O=C=NF.[H][H]

---

Largest force on an atom values, unit hartree/bohr, following the record order: 0.00769, 0.05349.
E_HOMO values, unit eV, following the record order: -1.15, -11.15.